Molecular formula: C19H21FIrO2S4
Method: DFT, the ωB97M-V functional and the def2-TZVPD basis

Structure (ORCA input):
```
! wB97M-V def2-TZVPD RIJCOSX def2/J DEFGRID3
* xyz 1 1
Ir -0.121 -0.697 0.540
C 1.155 2.165 1.771
C 0.723 1.322 2.956
S 0.795 -0.470 2.680
C 2.597 -0.762 2.520
C 2.876 -1.657 1.332
S 1.960 -1.140 -0.154
C 2.749 0.479 -0.495
C 1.733 1.530 -0.904
S 0.315 1.671 0.222
H 2.232 2.108 1.616
H 0.910 3.209 1.958
H -0.324 1.502 3.207
H 1.317 1.555 3.841
H 2.931 -1.236 3.442
H 3.102 0.199 2.434
H 2.531 -2.677 1.505
H 3.937 -1.687 1.082
H 3.461 0.312 -1.303
H 3.312 0.782 0.385
H 1.278 1.296 -1.867
H 2.211 2.506 -0.993
F -0.927 -6.776 1.405
C -0.760 -5.458 1.214
C -1.081 -4.588 2.237
C -0.900 -3.227 2.035
C -0.409 -2.728 0.826
C -0.118 -3.644 -0.187
C -0.284 -5.011 -0.001
H -1.470 -4.977 3.169
H -1.169 -2.553 2.840
H 0.227 -3.297 -1.154
H -0.063 -5.723 -0.785
O -3.405 5.232 -3.440
C -2.265 4.518 -3.502
O -1.291 4.962 -4.037
C -2.272 3.165 -2.852
C -3.047 2.866 -1.738
C -2.940 1.628 -1.121
C -2.063 0.678 -1.629
S -1.863 -0.894 -0.819
C -1.320 0.957 -2.774
C -1.409 2.204 -3.369
H -4.136 4.694 -3.115
H -3.709 3.610 -1.311
H -3.520 1.407 -0.235
H -0.672 0.197 -3.194
H -0.815 2.450 -4.239
*
```

The HOMO-LUMO gap is 6.94 eV.

These are the natural (NBO) partial charges, in e, on atoms 1 to 4: number 1, Ir, carries 0.248; number 2, C, carries -0.551; number 3, C, carries -0.547; number 4, S, carries 0.469

***

Molecular formula: C6H17N4OPS
Method: DFT, the ωB97M-V functional and the def2-TZVPD basis

Structure (ORCA input):
```
! wB97M-V def2-TZVPD RIJCOSX def2/J DEFGRID3
* xyz 0 1
C -0.369 2.505 2.540
C 2.139 1.399 -0.558
C -0.651 -2.486 0.101
C 1.936 -1.938 0.145
C -2.221 1.046 -0.969
C -0.698 -0.281 -2.287
N -1.103 0.060 1.593
N 1.123 1.030 0.438
N 0.549 -1.571 -0.013
N -1.189 0.093 -0.955
O -0.952 0.395 4.034
P -0.022 -0.032 0.289
S -0.401 0.829 2.771
H -0.061 2.784 1.593
H 0.100 2.947 3.410
H 2.720 2.384 -0.310
H 2.926 0.551 -0.455
H 1.715 1.675 -1.545
H -0.278 -3.377 0.471
H -1.362 -2.000 0.771
H -1.081 -2.617 -0.953
H 2.138 -2.491 1.093
H 2.097 -2.568 -0.697
H 2.476 -1.039 0.158
H -2.020 1.853 -1.711
H -3.227 0.487 -1.117
H -2.521 1.454 0.097
H 0.287 -0.763 -2.131
H -1.430 -0.873 -2.781
H -0.618 0.543 -3.023
*
```

The HOMO-LUMO gap (alpha / beta) is 6.48 / 6.39 eV.

These are the natural (NBO) partial charges, in e, on atoms 1 to 4: number 1, C, carries -0.616; number 2, C, carries -0.407; number 3, C, carries -0.411; number 4, C, carries -0.386

***

Molecular formula: C37H40CaClN4PSe
Method: DFT, the ωB97M-V functional and the def2-TZVPD basis

Structure (ORCA input):
```
! wB97M-V def2-TZVPD RIJCOSX def2/J DEFGRID3
* xyz 0 1
Ca 0.208 -0.541 0.564
C 3.351 -1.103 -0.475
N 2.727 -0.055 0.342
C 3.223 -0.184 1.723
C 3.094 1.255 -0.198
C 2.263 2.392 0.373
N 0.844 2.301 0.020
C 0.650 2.606 -1.397
C 0.103 3.279 0.823
H 4.448 -1.029 -0.450
H 3.024 -1.018 -1.513
H 3.062 -2.084 -0.103
H 4.296 0.052 1.772
H 3.084 -1.206 2.070
H 2.690 0.480 2.400
H 2.975 1.224 -1.283
H 4.155 1.464 0.004
H 2.684 3.344 0.010
H 2.339 2.397 1.462
H 1.084 3.583 -1.660
H -0.413 2.640 -1.627
H 1.110 1.845 -2.029
H 0.460 4.302 0.629
H 0.231 3.063 1.880
H -0.957 3.230 0.590
Cl -2.700 1.805 -0.635
C -4.044 0.916 -0.010
C -5.148 1.617 0.439
C -6.223 0.918 0.964
C -6.175 -0.463 1.043
C -5.067 -1.157 0.582
C -3.980 -0.487 0.023
P -2.465 -1.323 -0.627
C -3.021 -3.050 -0.429
C -3.017 -3.504 0.894
C -3.468 -4.773 1.206
C -3.924 -5.610 0.196
C -3.896 -5.180 -1.120
C -3.437 -3.908 -1.438
C -2.664 -0.967 -2.417
C -3.837 -1.238 -3.115
C -3.904 -1.013 -4.482
C -2.804 -0.512 -5.163
C -1.642 -0.204 -4.470
C -1.580 -0.426 -3.105
H -5.162 2.697 0.383
H -7.090 1.459 1.318
H -7.006 -1.008 1.471
H -5.048 -2.235 0.660
H -2.653 -2.845 1.677
H -3.462 -5.112 2.234
H -4.280 -6.604 0.435
H -4.220 -5.840 -1.914
H -3.394 -3.603 -2.472
H -4.704 -1.616 -2.587
H -4.817 -1.239 -5.018
H -2.853 -0.351 -6.232
H -0.791 0.213 -4.993
H -0.684 -0.170 -2.549
Se -1.357 0.402 2.677
C 0.145 1.066 3.400
N 1.112 1.531 3.841
C -0.007 -5.131 -2.981
C 0.280 -3.784 -3.104
C 0.479 -3.000 -1.976
C 0.382 -3.528 -0.682
C 0.055 -4.896 -0.580
C -0.116 -5.678 -1.703
N 0.634 -2.710 0.410
C 1.309 -3.278 1.487
C 1.179 -2.752 2.782
C 1.910 -3.258 3.845
C 2.782 -4.320 3.662
C 2.937 -4.849 2.385
C 2.229 -4.334 1.315
H -0.145 -5.751 -3.858
H 0.392 -3.347 -4.090
H 0.786 -1.964 -2.093
H -0.048 -5.338 0.402
H -0.349 -6.729 -1.583
H 0.475 -1.941 2.962
H 1.787 -2.820 4.828
H 3.342 -4.721 4.497
H 3.623 -5.670 2.220
H 2.395 -4.730 0.322
*
```

The HOMO-LUMO gap is 6.98 eV.

These are the Löwdin partial charges, in e, on atoms 1 to 4: number 1, Ca, carries 0.998; number 2, C, carries -0.090; number 3, N, carries -0.335; number 4, C, carries -0.073

***

Molecular formula: C26H37N9O5PS2Tl
Method: DFT, the ωB97M-V functional and the def2-TZVPD basis

Structure (ORCA input):
```
! wB97M-V def2-TZVPD RIJCOSX def2/J DEFGRID3
* xyz 2 1
Tl 0.389 -0.610 1.012
C 1.959 -4.922 2.308
C 1.522 -3.494 2.393
N 2.105 -2.514 1.809
N 3.199 -2.622 1.056
C 3.807 -1.538 0.523
N 4.941 -1.754 -0.152
S 3.198 0.023 0.676
C 0.368 -3.112 3.222
C -0.363 -4.021 3.987
C -1.324 -3.543 4.865
C -1.502 -2.174 4.993
C -0.779 -1.341 4.150
N 0.086 -1.806 3.273
H 3.026 -5.007 2.110
H 1.753 -5.465 3.225
H 1.418 -5.405 1.492
H 3.588 -3.538 0.824
H 5.384 -2.658 -0.186
H 5.446 -0.969 -0.530
H -0.195 -5.082 3.912
H -1.907 -4.230 5.461
H -2.186 -1.763 5.716
H -0.878 -0.265 4.187
O -3.750 -3.003 0.276
C -2.712 -2.268 0.625
O -1.564 -2.645 0.545
C -3.098 -0.930 1.158
C -4.411 -0.549 1.413
C -4.630 0.701 1.983
C -3.555 1.529 2.259
C -2.275 1.063 1.961
N -2.085 -0.119 1.440
C -1.007 1.945 2.263
O -1.171 3.145 2.221
O 0.012 1.274 2.531
H -3.496 -3.887 -0.037
H -5.226 -1.214 1.172
H -5.636 1.020 2.211
H -3.668 2.510 2.692
C 2.276 4.711 -0.912
N 1.580 3.631 -0.249
C 1.965 3.440 1.130
P 0.289 2.837 -0.926
O 0.117 1.453 -0.411
N 0.610 2.760 -2.568
C 0.127 3.652 -3.594
C 1.624 1.829 -2.998
N -1.120 3.736 -0.836
C -2.373 3.028 -0.942
C -1.219 5.036 -0.207
H 3.323 4.432 -1.068
H 2.262 5.617 -0.302
H 1.825 4.930 -1.875
H 3.043 3.278 1.189
H 1.461 2.570 1.540
H 1.708 4.314 1.734
H -0.506 4.416 -3.150
H -0.461 3.101 -4.336
H 0.962 4.129 -4.117
H 1.880 1.192 -2.152
H 2.526 2.347 -3.342
H 1.244 1.228 -3.829
H -2.185 2.010 -1.280
H -3.016 3.531 -1.669
H -2.893 2.998 0.020
H -0.260 5.542 -0.246
H -1.537 4.948 0.835
H -1.960 5.630 -0.747
S 1.249 -2.386 -1.289
C 0.613 -2.558 -2.851
N 1.043 -1.711 -3.822
C 0.775 -1.884 -5.130
C 0.014 -2.944 -5.540
C -0.500 -3.824 -4.571
C -0.216 -3.624 -3.244
H 1.635 -0.944 -3.516
H 1.189 -1.164 -5.820
H -0.180 -3.104 -6.586
H -1.110 -4.659 -4.878
H -0.581 -4.287 -2.477
*
```

The HOMO-LUMO gap is 5.27 eV.

These are the Löwdin partial charges, in e, on atoms 1 to 4: number 1, Tl, carries 0.967; number 2, C, carries 0.018; number 3, C, carries -0.233; number 4, N, carries -0.005

***

Number 1: strongest force on any atom 0.135 eV/Å, E_tot -73032.0305 eV. Number 2: strongest force on any atom 3.978 eV/Å, E_tot -34624.6212 eV. Number 3: strongest force on any atom 1.154 eV/Å, E_tot -150577.7261 eV. Number 4: strongest force on any atom 2.346 eV/Å, E_tot -86852.7211 eV.